one:
Molecular formula: C5H3NO
Method: DFT, ωB97M-V/def2-TZVPD

## Properties
SMILES: C#C/C=C(/O)C#N
Molar mass, g/mol: 93.08
Total charge: 0

Positions of all 10 atoms, in Å:
C: -2.050 1.367 -0.661
C: -1.083 0.908 -0.110
C: 0.119 0.474 0.480
C: 0.840 -0.621 0.163
O: 2.163 -0.581 0.424
C: 0.308 -1.861 -0.327
N: -0.172 -2.875 -0.614
H: -2.937 1.730 -1.122
H: 0.542 1.073 1.282
H: 2.270 0.387 0.487

These are the Mulliken partial charges, in e, on atoms 1 to 5: 0.35, -0.57, -0.98, 0.70, -0.47

=====

two:
Molecular formula: C5H3NO
Method: DFT, ωB97M-V/def2-TZVPD

## Properties
SMILES: C#C[C@@]1(C#N)CO1
Molar mass, g/mol: 93.08
Total charge: 0

Positions of all 10 atoms, in Å:
C: 1.981 -0.183 0.819
C: 0.846 0.211 0.757
C: -0.515 0.309 0.268
C: -0.894 1.557 -0.411
N: -1.200 2.525 -0.963
C: -0.661 -0.905 -0.501
O: -1.598 -0.347 0.798
H: 2.993 -0.495 0.922
H: -0.663 -0.847 -1.607
H: -0.289 -1.825 -0.082

These are the Mulliken partial charges, in e, on atoms 1 to 5: -0.15, -0.71, 1.35, 0.00, -0.38

=====

Verdict on stability: one comes out on top.

=====

one:
Molecular formula: CH5N3O2
Method: DFT, ωB97M-V/def2-TZVPD

## Properties
SMILES: N=C(NO)NO
Molar mass, g/mol: 91.07
Total charge: 0

Positions of all 11 atoms, in Å:
N: -0.538 0.808 1.638
C: -0.149 0.401 0.506
N: -1.062 -0.425 -0.211
O: -0.780 -0.554 -1.688
N: 1.002 0.678 -0.194
O: 1.608 -0.524 -0.718
H: -1.613 0.833 1.494
H: -2.101 -0.118 0.022
H: -0.015 -1.382 -1.561
H: 1.489 1.121 0.522
H: 2.161 -0.839 0.191

These are the Mulliken partial charges, in e, on atoms 1 to 5: -0.65, 0.52, -0.28, -0.48, -0.27

=====

two:
Molecular formula: CH5N3O2
Method: DFT, ωB97M-V/def2-TZVPD

## Properties
SMILES: N=C(NO)NO
Molar mass, g/mol: 91.07
Total charge: 0

Positions of all 11 atoms, in Å:
N: 0.288 1.957 -0.259
C: 0.103 0.721 -0.118
N: -0.141 -0.259 -1.056
O: 0.039 -1.524 -0.708
N: 0.263 0.129 1.140
O: -0.699 -0.631 1.781
H: 0.756 2.316 -1.187
H: -0.278 -0.097 -2.078
H: -0.853 -1.869 -0.648
H: 0.723 0.843 1.841
H: -0.202 -1.584 1.291

These are the Mulliken partial charges, in e, on atoms 1 to 5: -0.66, 0.41, -0.04, -0.53, -0.20

=====

three:
Molecular formula: CH5N3O2
Method: DFT, ωB97M-V/def2-TZVPD

## Properties
SMILES: CN/N=[N+](\[O-])O
Molar mass, g/mol: 91.07
Total charge: 0

Positions of all 11 atoms, in Å:
C: -1.323 -0.705 -1.248
N: -0.548 0.423 -0.508
N: -0.042 0.162 0.651
N: 1.542 0.316 0.938
O: 2.648 0.612 0.355
O: 1.674 0.401 2.298
H: -0.626 -1.492 -1.414
H: -2.152 -0.979 -0.529
H: -1.614 -0.147 -2.152
H: -0.383 1.237 -1.077
H: 0.824 0.173 2.687

These are the Mulliken partial charges, in e, on atoms 1 to 5: -0.61, 0.01, -0.56, 0.66, -0.52

=====

Verdict on stability: two comes out on top.

=====

one:
Molecular formula: C9H16NO
Method: DFT, ωB97M-V/def2-TZVPD

## Properties
Molar mass, g/mol: 154.23
Total charge: +1

Positions of all 27 atoms, in Å:
C: 1.854 -1.884 -0.945
C: 2.874 -1.360 -1.936
N: 1.777 -3.403 -0.847
H: 1.973 -1.516 0.071
H: 0.845 -1.624 -1.263
H: 2.557 -0.355 -2.206
H: 3.010 -1.979 -2.825
H: 1.139 -3.694 -0.107
H: 1.571 -3.687 -1.805
H: 2.688 -3.834 -0.709
H: 3.858 -1.290 -1.481
C: -2.816 2.874 -0.745
C: -0.111 0.171 1.194
C: -1.124 -0.357 0.371
C: 0.090 1.532 1.306
C: -2.080 0.526 -0.074
C: -0.755 2.435 0.682
C: -1.808 1.909 -0.062
O: 0.581 -0.774 1.909
H: -1.186 -1.424 0.197
H: 1.355 -0.414 2.326
H: 0.967 1.762 1.904
H: -3.052 0.272 -0.477
H: -0.563 3.492 0.727
H: -3.820 2.471 -0.726
H: -2.389 3.172 -1.699
H: -2.736 3.751 -0.098

These are the Mulliken partial charges, in e, on atoms 1 to 5: -0.10, -1.19, -0.28, 0.23, 0.20

=====

two:
Molecular formula: C9H16NO
Method: DFT, ωB97M-V/def2-TZVPD

## Properties
Molar mass, g/mol: 154.23
Total charge: +1

Positions of all 27 atoms, in Å:
C: 1.351 0.166 1.264
C: 2.328 0.021 2.150
C: -0.461 0.020 -1.790
C: -0.382 -1.686 0.217
C: 0.860 0.615 -1.251
C: 1.087 -1.600 -0.130
C: -1.214 -0.571 -0.572
C: -1.843 0.335 0.425
C: -1.869 1.771 0.465
N: 1.519 -0.221 -0.195
O: -2.505 -0.422 1.357
H: 3.236 -0.474 1.984
H: 2.090 0.067 3.135
H: -1.006 0.666 -2.441
H: -0.065 -0.756 -2.415
H: -0.686 -2.675 0.119
H: -0.548 -1.379 1.304
H: 1.567 0.871 -2.109
H: 0.544 1.472 -0.671
H: 1.876 -2.151 0.613
H: 1.425 -2.164 -1.032
H: -2.080 -0.991 -0.884
H: -1.467 2.205 -0.499
H: -1.053 2.032 1.094
H: -2.872 2.262 0.893
H: 2.453 -0.224 -0.371
H: -3.175 0.103 1.815

These are the Mulliken partial charges, in e, on atoms 1 to 5: -0.17, -1.14, -1.15, -0.79, -0.66

=====

Verdict on stability: one comes out on top.

=====

one:
Molecular formula: C9H16NO
Method: DFT, ωB97M-V/def2-TZVPD

## Properties
Molar mass, g/mol: 154.23
Total charge: +1

Positions of all 27 atoms, in Å:
C: 3.002 0.464 0.223
C: -0.400 1.466 -1.369
C: 0.740 1.476 -0.591
C: -0.721 0.282 -1.993
C: 1.583 0.374 -0.365
C: 0.114 -0.857 -1.893
C: 1.241 -0.755 -1.115
O: -1.711 0.039 -2.906
H: -1.128 2.247 -1.531
H: 1.071 2.413 -0.120
H: -2.100 0.891 -3.154
H: -0.086 -1.818 -2.387
H: 3.074 -0.017 1.179
H: 3.276 1.524 0.369
H: 1.910 -1.602 -1.051
H: 3.767 -0.007 -0.396
C: -0.952 -1.128 1.327
C: -2.387 -0.724 1.325
N: -0.201 0.044 1.881
H: -0.901 -1.974 2.046
H: -0.677 -1.566 0.345
H: -2.784 -0.426 2.282
H: -3.035 -1.512 0.866
H: 0.758 0.311 1.640
H: -0.689 0.948 1.904
H: -0.069 -0.143 2.882
H: -2.694 0.050 0.602

These are the Mulliken partial charges, in e, on atoms 1 to 5: -1.09, -0.82, -0.12, 1.07, -0.11

=====

two:
Molecular formula: C9H16NO
Method: DFT, ωB97M-V/def2-TZVPD

## Properties
SMILES: C=C1CCC/C(=[N+](/C)O)CC1
Molar mass, g/mol: 154.23
Total charge: +1

Positions of all 27 atoms, in Å:
C: -1.559 1.021 1.782
C: -1.625 0.622 0.539
C: -2.280 -0.701 0.103
C: -1.363 -1.866 -0.365
C: 0.179 -1.610 -0.144
C: 0.756 -0.355 -0.532
N: 1.879 -0.071 0.048
C: 2.774 1.092 -0.052
O: 2.389 -1.020 0.960
C: 0.076 0.599 -1.454
C: -0.774 1.437 -0.552
H: -1.038 1.949 2.022
H: -2.220 0.606 2.521
H: -2.978 -0.463 -0.705
H: -2.821 -1.169 0.812
H: -1.586 -2.863 0.180
H: -1.588 -2.025 -1.405
H: 0.657 -1.821 0.882
H: 0.621 -2.358 -0.725
H: 2.613 1.683 -0.928
H: 3.794 0.683 -0.084
H: 2.462 1.821 0.699
H: 2.945 -0.583 1.577
H: -0.538 0.064 -2.157
H: 0.766 1.202 -2.037
H: -0.096 2.064 0.051
H: -1.445 2.061 -1.038

These are the Mulliken partial charges, in e, on atoms 1 to 5: -1.03, 0.77, -1.08, -0.65, -0.35

=====

Verdict on stability: one comes out on top.

=====

one:
Molecular formula: C3H6NO
Method: DFT, ωB97M-V/def2-TZVPD

## Properties
SMILES: C[NH2+]C#CO
Molar mass, g/mol: 72.09
Total charge: +1

Positions of all 11 atoms, in Å:
C: 1.315 -0.105 0.611
N: 0.119 0.063 -0.359
C: -1.143 0.524 0.163
C: -2.460 0.030 -0.108
O: -3.700 -0.126 0.089
H: 2.329 0.065 0.185
H: 1.089 0.468 1.523
H: 1.242 -1.205 0.926
H: 0.422 0.872 -0.989
H: 0.096 -0.750 -0.852
H: -4.356 0.383 -0.448

These are the Mulliken partial charges, in e, on atoms 1 to 5: -0.71, -0.10, -0.32, 0.36, -0.36

=====

two:
Molecular formula: C3H6NO
Method: DFT, ωB97M-V/def2-TZVPD

## Properties
Molar mass, g/mol: 72.09
Total charge: +1

Positions of all 11 atoms, in Å:
C: 0.851 -0.973 0.005
C: 1.754 0.049 0.156
C: -0.100 0.012 -0.358
N: -1.364 0.363 0.292
O: 0.891 1.079 -0.154
H: 0.891 -2.057 0.241
H: 2.848 0.245 0.446
H: -0.774 -0.148 -2.233
H: -1.370 0.026 1.296
H: -2.360 0.090 -0.110
H: -1.267 1.313 0.418

These are the Mulliken partial charges, in e, on atoms 1 to 5: -0.65, 0.16, 0.04, -0.27, -0.35

=====

Verdict on stability: one comes out on top.

=====

one:
Molecular formula: C3H6O3
Method: DFT, ωB97M-V/def2-TZVPD

## Properties
SMILES: CC(O)(O)C=O
Molar mass, g/mol: 90.08
Total charge: 0

Positions of all 12 atoms, in Å:
C: 0.545 -0.828 -0.055
C: -0.297 0.560 0.161
O: 0.384 1.762 0.097
O: -0.949 0.459 1.423
C: -1.456 0.478 -0.962
O: -2.529 0.104 -0.677
H: 1.670 -0.683 -0.380
H: 0.497 -1.255 0.912
H: 0.004 -1.416 -0.801
H: -0.088 2.422 0.627
H: -1.563 -0.319 1.449
H: -1.170 0.763 -2.012

These are the Mulliken partial charges, in e, on atoms 1 to 5: -1.16, 0.90, -0.54, -0.61, -0.12

=====

two:
Molecular formula: C3H6O3
Method: DFT, ωB97M-V/def2-TZVPD

## Properties
SMILES: O=C(CO)CO
Molar mass, g/mol: 90.08
Total charge: 0

Positions of all 12 atoms, in Å:
O: 0.308 -0.143 -1.361
C: -0.070 -0.181 -0.205
C: -1.253 0.676 0.159
O: -1.721 1.342 -1.052
C: 0.656 -1.098 0.763
O: 1.834 -1.575 0.190
H: -1.911 0.067 0.863
H: -0.980 1.506 0.803
H: -1.090 1.205 -1.806
H: -0.035 -1.920 1.017
H: 0.885 -0.572 1.700
H: 1.785 -1.337 -0.752

These are the Mulliken partial charges, in e, on atoms 1 to 5: -0.69, 0.80, -0.39, -0.56, -0.45

=====

Verdict on stability: two comes out on top.

=====

one:
Molecular formula: C3H6O3
Method: DFT, ωB97M-V/def2-TZVPD

## Properties
SMILES: C=CO.O=CO
Molar mass, g/mol: 90.08
Total charge: 0

Positions of all 12 atoms, in Å:
C: 1.409 -1.678 -3.024
C: 1.154 -1.545 -1.674
O: 0.862 -0.422 -1.038
H: 0.868 -2.472 -3.526
H: 2.391 -1.362 -3.350
H: 1.342 -2.398 -1.011
H: 0.519 0.129 -1.768
O: -2.150 0.767 1.570
C: -1.332 1.498 2.035
O: -0.007 1.258 2.070
H: -1.509 2.404 2.632
H: 0.149 0.336 1.806

These are the Mulliken partial charges, in e, on atoms 1 to 5: -0.92, 0.17, -0.46, 0.23, 0.26

=====

two:
Molecular formula: C3H6O3
Method: DFT, ωB97M-V/def2-TZVPD

## Properties
SMILES: O=C[C@H](O)CO
Molar mass, g/mol: 90.08
Total charge: 0

Positions of all 12 atoms, in Å:
O: -1.874 -0.154 -0.020
C: -1.038 0.387 0.692
C: 0.250 0.823 0.099
O: 0.146 1.310 -1.203
C: 0.932 -0.657 0.105
O: 0.233 -1.500 -0.766
H: -1.086 0.330 1.794
H: 0.791 1.571 0.698
H: -0.568 0.811 -1.627
H: 1.935 -0.486 -0.284
H: 1.004 -1.098 1.123
H: -0.724 -1.337 -0.611

These are the Mulliken partial charges, in e, on atoms 1 to 5: -0.56, -0.01, -0.17, -0.52, -0.42

=====

three:
Molecular formula: C3H6O3
Method: DFT, ωB97M-V/def2-TZVPD

## Properties
SMILES: O=C(O)CCO
Molar mass, g/mol: 90.08
Total charge: 0

Positions of all 12 atoms, in Å:
O: -0.711 -1.231 0.055
C: 0.410 -0.766 -0.311
O: 1.490 -1.600 -0.354
C: 0.644 0.737 -0.404
C: -0.212 1.583 0.525
O: -1.537 1.053 0.465
H: 1.048 -2.377 -0.162
H: 1.690 0.878 -0.190
H: 0.455 1.038 -1.400
H: 0.106 1.416 1.529
H: -0.190 2.648 0.239
H: -2.102 1.305 -0.205

These are the Mulliken partial charges, in e, on atoms 1 to 5: -0.55, 0.58, -0.43, -0.43, -0.45

=====

four:
Molecular formula: C3H6O3
Method: DFT, ωB97M-V/def2-TZVPD

## Properties
SMILES: O=C(O)CCO
Molar mass, g/mol: 90.08
Total charge: 0

Positions of all 12 atoms, in Å:
O: 1.048 1.505 0.075
C: 0.291 0.845 -0.598
O: -0.065 1.292 -1.828
C: -0.178 -0.519 -0.368
C: 0.041 -0.970 1.084
O: -1.034 -1.811 1.552
H: 0.397 2.116 -2.046
H: 0.195 -1.259 -1.116
H: -1.221 -0.705 -0.670
H: 0.027 -0.135 1.774
H: 0.970 -1.534 1.177
H: -0.848 -2.704 1.254

These are the Mulliken partial charges, in e, on atoms 1 to 5: -0.56, 0.52, -0.47, -0.39, -0.41

=====

Verdict on stability: four comes out on top.